C55H55AsCsF5O3P2S5 | ωB97M-V with the def2-TZVPD basis set

ORCA input file:
```
! wB97M-V def2-TZVPD RIJCOSX def2/J DEFGRID3
* xyz -2 1
Cs -1.2865 0.8559 -0.4584
C -2.0245 -2.9349 -2.3694
C -0.6805 -2.9205 -3.1013
S 0.4947 -1.7188 -2.4251
C 1.9743 -2.7402 -2.2144
C 1.8624 -3.9893 -1.3308
S 1.2881 -3.6390 0.3516
C -0.0362 -4.8533 0.5338
C -1.2140 -4.7582 -0.4356
S -1.9703 -3.1156 -0.5732
H -2.5360 -1.9864 -2.5443
H -2.6614 -3.7180 -2.7864
H -0.2113 -3.9078 -3.0914
H -0.8776 -2.6450 -4.1357
H 2.3402 -3.0330 -3.2008
H 2.7021 -2.0471 -1.7844
H 1.1863 -4.7188 -1.7808
H 2.8451 -4.4614 -1.2681
H 0.3778 -5.8638 0.4963
H -0.3866 -4.6861 1.5502
H -0.9131 -5.0530 -1.4428
H -1.9813 -5.4621 -0.1086
C -3.3137 1.6009 6.2308
C -2.7130 0.3548 6.3681
C -2.3327 -0.3718 5.2413
C -2.5484 0.1426 3.9664
C -3.1164 1.4132 3.8363
C -3.5085 2.1305 4.9592
As -2.0562 -0.7924 2.2879
C -2.0031 -2.5965 3.0350
C -0.9286 -3.1814 3.6967
C -1.0443 -4.4791 4.1866
C -2.2206 -5.1991 3.9833
C -3.2928 -4.6164 3.3140
C -3.1981 -3.3043 2.8542
C -4.2779 -2.5449 2.1756
C -5.5521 -3.0249 1.8909
C -6.4695 -2.2071 1.2410
C -6.1121 -0.9147 0.8659
C -4.8377 -0.4285 1.1496
C -3.9269 -1.2390 1.8198
H -3.6115 2.1640 7.1085
H -2.5352 -0.0576 7.3557
H -1.8578 -1.3361 5.3657
H -3.2245 1.8584 2.8497
H -3.9478 3.1157 4.8394
H -0.0087 -2.6132 3.8158
H -0.2076 -4.9327 4.7078
H -2.3030 -6.2179 4.3474
H -4.2066 -5.1833 3.1625
H -5.8310 -4.0376 2.1629
H -7.4591 -2.5846 1.0100
H -6.8189 -0.2878 0.3345
H -4.5514 0.5647 0.8093
O -3.5552 2.1542 -0.4711
C -2.9684 3.0669 0.1632
O -2.1014 2.8997 1.0628
C -3.3191 4.5013 -0.1967
C -2.3985 5.5287 -0.0121
C -2.7364 6.8411 -0.3279
C -4.0145 7.1384 -0.7938
C -4.9422 6.1144 -0.9629
C -4.5859 4.7990 -0.6884
H -1.4168 5.2862 0.3841
H -2.0080 7.6335 -0.1978
H -4.2846 8.1612 -1.0275
H -5.9349 6.3383 -1.3325
H -5.2809 3.9818 -0.8529
C 3.6408 2.2483 4.2860
C 2.9991 3.3192 3.4011
P 1.7010 2.5975 2.3009
C 1.0178 4.1355 1.4990
C 1.1664 5.4927 2.1978
C 0.3801 2.1622 3.5126
C -0.0260 3.1418 4.6149
H 4.4179 2.6722 4.9286
H 4.0913 1.4581 3.6829
H 2.8975 1.7697 4.9337
H 3.7476 3.7731 2.7450
H 2.5846 4.1218 4.0152
H -0.0386 3.9082 1.3353
H 1.4735 4.1919 0.5102
H 0.7028 5.4994 3.1880
H 0.6872 6.2821 1.6063
H 2.2163 5.7722 2.3238
H 0.6674 1.1983 3.9388
H -0.4856 1.9426 2.8838
H 0.8321 3.4681 5.2147
H -0.7386 2.6577 5.2937
H -0.5212 4.0300 4.2089
F 6.1302 -2.0128 3.5145
C 4.8294 -1.7467 3.2824
C 4.3734 -1.4841 2.0052
F 5.2502 -1.5026 0.9903
C 3.0475 -1.2096 1.7600
F 2.6793 -0.9921 0.4892
C 2.0465 -1.1923 2.7726
O 0.8066 -1.0157 2.5357
C 2.5823 -1.4514 4.0616
F 1.7346 -1.4403 5.1123
C 3.9124 -1.7219 4.3088
F 4.3275 -1.9563 5.5616
S -2.7151 -0.4032 -4.8333
P -1.7137 1.3112 -4.8380
S -0.4556 1.7943 -3.3828
C -2.9402 2.6617 -5.0645
C -3.7205 2.6855 -6.2222
C -4.6563 3.6923 -6.4214
C -4.8290 4.6827 -5.4555
C -4.0632 4.6585 -4.2985
C -3.1178 3.6496 -4.1042
C -0.7786 1.4676 -6.4267
C -0.1446 2.6754 -6.7272
C 0.5879 2.8192 -7.8987
C 0.7113 1.7475 -8.7808
C 0.0887 0.5423 -8.4863
C -0.6599 0.4062 -7.3146
H -3.5943 1.9011 -6.9604
H -5.2561 3.7035 -7.3247
H -5.5604 5.4707 -5.6082
H -4.1952 5.4203 -3.5382
H -2.5135 3.6237 -3.2033
H -0.2222 3.4987 -6.0250
H 1.0747 3.7629 -8.1205
H 1.2932 1.8551 -9.6909
H 0.1829 -0.2972 -9.1686
H -1.1613 -0.5253 -7.0731
*
```

Results
**E_LUMO**: 3.49 eV
**Relative energy (zero: lowest compared OMol25 entry of this formula, charge and spin)**: 30.70 kcal per mole
**Gap between HOMO and LUMO**: 0.226 Eh
**HOMO level**: -2.6 eV